[1]
# C6H18O4

A 4-piece molecular cluster, C6H18O4 overall (the ωB97M-V functional and the def2-TZVPD basis, the Open Molecules 2025 dataset).

Last column: Löwdin charge in e.
Positions of all 28 atoms, in Å:
C 2.09730 1.16699 0.79599  -0.1557
C 2.84125 -0.11294 0.49254  -0.2833
C 1.95132 -1.40817 0.32225  -0.2229
C -0.92504 -1.23411 -2.25171  -0.3101
O -2.05341 -1.92689 -1.90637  -0.0508
C 0.33291 -1.70345 -1.54522  -0.0438
C 0.66374 -1.18278 -0.35160  -0.1424
H 1.43964 1.07682 1.77954  0.1072
H 2.88589 1.91922 1.08893  0.0795
H 1.55272 1.32241 -0.16722  0.0769
H 3.62354 -0.32232 1.20175  0.0845
H 3.29408 0.15144 -0.53814  0.1302
H 2.56457 -2.26027 -0.18892  0.1340
H 1.75026 -1.90189 1.30775  0.1124
H -1.04724 -0.15538 -2.10284  0.1067
H -0.85350 -1.34193 -3.31490  0.1039
H -2.39780 -1.78008 -1.02491  0.0654
H 0.92755 -2.28120 -2.24981  0.1071
H 0.10670 -0.46401 0.14136  0.0715
H -1.42586 2.05320 1.15648  0.0341
H -1.95710 2.18448 2.71715  0.0767
O -2.16809 1.89170 1.79548  -0.0949
H -2.38125 2.27400 -0.79476  0.0845
H -1.46538 3.56976 -0.56448  0.0485
O -1.44777 2.63079 -0.78464  -0.0800
H -2.81389 -1.37954 2.01268  0.0698
H -2.43067 -0.02739 1.70467  -0.0959
O -2.66448 -0.75848 1.26899  -0.0131

Output
ΔE to the lowest compared entry with this formula, charge and spin: 1.1461 eV
Largest force on an atom: 6.0 eV/A
Kohn-Sham gap: 0.343 Ha
Electronic energy: -540.2878 Ha
E_LUMO: 0.32 eV
Structure (SMILES): CCC/C=C/CO.O.O.O
Total charge: 0


[2]
# C6H19InNO3

C6H19InNO3 as an isolated structure (the ωB97M-V functional and the def2-TZVPD basis, the Open Molecules 2025 dataset).

Last column: Löwdin charge in e.
Positions of all 30 atoms, in Å:
In 28.96949 -29.26954 2.13043  1.7515
C 25.48504 -31.82687 2.63152  0.0415
C 27.00618 -31.57350 2.39337  -0.3249
C 27.52332 -32.38344 1.22822  -0.1883
O 28.76154 -31.84010 0.96369  -0.2551
C 29.53515 -32.53602 -0.03547  -0.0037
N 27.16100 -30.11636 2.01302  -0.0273
H 24.91816 -31.62358 1.72216  0.1149
H 25.19144 -31.18535 3.46023  0.0992
H 25.35738 -32.88654 2.87902  0.1342
H 27.56415 -31.77329 3.31106  0.1513
H 26.86857 -32.26051 0.35277  0.1657
H 27.58160 -33.46466 1.38230  0.1762
H 29.93017 -33.45203 0.41848  0.1250
H 30.34013 -31.90535 -0.39254  0.0870
H 28.94838 -32.87973 -0.89156  0.1247
H 26.54323 -29.50598 2.56931  0.1345
H 26.70559 -30.04136 1.08650  0.1655
C 32.43557 -30.50448 0.95838  -0.0664
O 31.75661 -29.37785 1.51656  -0.1217
H 32.62076 -30.38762 -0.11538  0.1200
H 33.45961 -30.62027 1.37348  0.1452
H 31.94632 -31.43419 1.23606  0.0905
H 32.36082 -28.61042 1.51122  0.1450
C 28.09035 -29.04479 6.04850  -0.0515
O 27.76705 -29.48029 4.70579  -0.1669
H 29.15447 -29.06986 6.31039  0.1107
H 27.66981 -28.04982 6.22518  0.1126
H 27.64853 -29.66038 6.83954  0.1190
H 27.18986 -30.24446 4.85806  0.0916

Output
ΔE to the lowest compared entry with this formula, charge and spin: 0.0000 eV
Largest force on an atom: 3.4 eV/A
Kohn-Sham gap: 0.157 Ha
Electronic energy: -709.2649 Ha
E_LUMO: -17.07 eV
Total charge: +3


What is the total charge in the first record? 0


Please write out number 2 again, unchanged.
# C6H19InNO3

C6H19InNO3 as an isolated structure (the ωB97M-V functional and the def2-TZVPD basis, the Open Molecules 2025 dataset).

Last column: Löwdin charge in e.
Positions of all 30 atoms, in Å:
In 28.96949 -29.26954 2.13043  1.7515
C 25.48504 -31.82687 2.63152  0.0415
C 27.00618 -31.57350 2.39337  -0.3249
C 27.52332 -32.38344 1.22822  -0.1883
O 28.76154 -31.84010 0.96369  -0.2551
C 29.53515 -32.53602 -0.03547  -0.0037
N 27.16100 -30.11636 2.01302  -0.0273
H 24.91816 -31.62358 1.72216  0.1149
H 25.19144 -31.18535 3.46023  0.0992
H 25.35738 -32.88654 2.87902  0.1342
H 27.56415 -31.77329 3.31106  0.1513
H 26.86857 -32.26051 0.35277  0.1657
H 27.58160 -33.46466 1.38230  0.1762
H 29.93017 -33.45203 0.41848  0.1250
H 30.34013 -31.90535 -0.39254  0.0870
H 28.94838 -32.87973 -0.89156  0.1247
H 26.54323 -29.50598 2.56931  0.1345
H 26.70559 -30.04136 1.08650  0.1655
C 32.43557 -30.50448 0.95838  -0.0664
O 31.75661 -29.37785 1.51656  -0.1217
H 32.62076 -30.38762 -0.11538  0.1200
H 33.45961 -30.62027 1.37348  0.1452
H 31.94632 -31.43419 1.23606  0.0905
H 32.36082 -28.61042 1.51122  0.1450
C 28.09035 -29.04479 6.04850  -0.0515
O 27.76705 -29.48029 4.70579  -0.1669
H 29.15447 -29.06986 6.31039  0.1107
H 27.66981 -28.04982 6.22518  0.1126
H 27.64853 -29.66038 6.83954  0.1190
H 27.18986 -30.24446 4.85806  0.0916

Output
ΔE to the lowest compared entry with this formula, charge and spin: 0.0000 eV
Largest force on an atom: 3.4 eV/A
Kohn-Sham gap: 0.157 Ha
Electronic energy: -709.2649 Ha
E_LUMO: -17.07 eV
Total charge: +3


The highest Kohn-Sham gap belongs to which entry? C6H18O4